Record 1
The following is a quantum chemistry calculation of a molecular structure, C10H10Br2Pb at a distorted geometry, from the Open Molecules 2025 dataset.

Computed properties:
Max |F| = 0.0723 hartree/bohr
LUMO energy (spin up / spin down) = -0.1256 / -0.1211 Ha
E = -155862.221 eV
Energy relative to the best compared isomer or geometry (same formula, charge and spin) = 0.00 kcal/mol

```
! wB97M-V def2-TZVPD RIJCOSX def2/J DEFGRID3
* xyz 0 1
H 0.231 2.980 1.383
C -0.784 -0.431 -1.950
H -1.721 0.097 -2.112
C -0.376 2.090 1.502
Br 2.419 -2.108 2.179
Br 3.086 2.324 -0.348
H -1.449 -2.261 -0.884
C -1.431 1.649 0.680
H -1.084 -0.979 2.684
Pb 1.560 -0.033 0.508
C -1.831 0.364 1.093
H 1.157 -2.955 -0.912
C -0.145 1.053 2.499
C -0.660 -1.696 -1.366
C 0.691 -2.086 -1.404
C 1.426 -1.014 -2.092
H 0.684 0.969 -2.823
H -2.632 -0.205 0.667
H -1.784 2.175 -0.180
H 0.730 0.997 3.176
C -1.080 -0.010 2.208
H 2.537 -0.911 -2.108
C 0.457 -0.010 -2.399
*
```


Record 2
The following is a quantum chemistry calculation of a molecular structure, C10H10BrIRu at a distorted geometry, from the Open Molecules 2025 dataset.

Computed properties:
Max |F| = 0.0553 hartree/bohr
LUMO energy (spin up / spin down) = 0.1159 / 0.1007 Ha
E = -91256.466 eV
Energy relative to the best compared isomer or geometry (same formula, charge and spin) = 0.00 kcal/mol

```
! wB97M-V def2-TZVPD RIJCOSX def2/J DEFGRID3
* xyz -1 6
C -1.615 -1.342 1.610
Ru -0.604 -0.030 -0.224
H 0.920 -0.955 -3.070
C 0.342 -0.138 1.955
H -3.012 0.442 1.710
H -0.729 1.078 -2.832
C 1.847 1.192 -0.694
C -0.199 -1.436 1.777
C 0.032 0.829 -2.097
C 0.975 -0.252 -2.243
H -0.700 1.852 2.064
H 2.938 -0.632 -1.244
C -1.987 0.040 1.706
H 1.405 0.077 2.075
I 0.323 -2.737 -0.993
H 0.378 -2.353 1.877
H -2.262 -2.184 1.429
C 2.069 -0.004 -1.362
H 2.544 1.697 -0.029
Br -2.688 -0.421 -1.323
C -0.756 0.793 1.886
H 0.210 2.747 -0.886
C 0.571 1.735 -1.091
*
```


Record 3
The following is a quantum chemistry calculation of a molecular structure, C10H10Cl2MnO4 at a distorted geometry, from the Open Molecules 2025 dataset.

Computed properties:
Max |F| = 0.0448 hartree/bohr
LUMO energy (spin up / spin down) = -0.1255 / -0.1139 Ha
E = -75074.518 eV

```
! wB97M-V def2-TZVPD RIJCOSX def2/J DEFGRID3
* xyz 0 4
C -0.311 -1.564 -1.759
O -0.402 1.476 3.888
H 1.157 -0.476 -4.724
C 1.050 -1.653 -1.152
H -1.607 -0.301 -4.427
H -2.127 2.144 -3.339
O 1.171 -0.246 3.250
H -0.915 -1.701 1.537
Cl -0.229 0.243 3.150
O -1.164 -0.778 3.655
H 0.170 3.428 -2.976
C 0.607 0.326 -4.281
C -1.246 -1.521 -0.670
Mn 0.150 0.532 -2.252
H -2.332 -1.541 -0.722
C 0.889 -1.652 0.246
C -0.845 0.417 -4.141
H 2.018 -1.761 -1.692
C 1.166 1.585 -3.842
O -0.525 0.450 1.700
C -1.137 1.706 -3.540
Cl 1.588 1.495 -0.982
H -0.564 -1.783 -2.803
C -0.522 -1.570 0.558
H 1.650 -1.671 1.028
H 2.199 1.928 -3.900
C 0.093 2.411 -3.372
*
```


Record 4
The following is a quantum chemistry calculation of a molecular structure, C10H10ClNO2Os at a distorted geometry, from the Open Molecules 2025 dataset.

Computed properties:
Max |F| = 0.1202 hartree/bohr
LUMO energy (spin up / spin down) = -0.0124 / -0.0720 Ha
E = -31096.605 eV
Energy relative to the best compared isomer or geometry (same formula, charge and spin) = 69.58 kcal/mol

```
! wB97M-V def2-TZVPD RIJCOSX def2/J DEFGRID3
* xyz 0 5
C 0.853 -2.279 -0.719
C 1.118 2.379 -1.554
H 1.462 -1.626 -1.496
H -1.893 -3.974 0.322
H -0.523 -3.389 -2.047
H -0.760 3.639 -1.724
C -0.084 -2.952 1.312
Cl -1.723 0.464 -1.850
H -0.639 3.593 1.078
H 2.570 1.027 -0.404
C -0.055 3.032 0.360
C 1.751 1.774 -0.416
H 1.491 2.238 -2.581
H 1.565 -1.263 1.254
O -3.222 -0.227 2.073
Os -0.306 1.261 -0.385
C -0.097 3.088 -1.080
O -1.422 0.921 1.638
C -0.818 -3.659 0.228
H -0.434 -2.680 2.354
H 1.452 1.978 1.747
C -0.110 -3.329 -1.031
C 0.864 -2.029 0.659
C 1.091 2.247 0.760
N -2.129 -0.234 1.500
*
```


Record 5
The following is a quantum chemistry calculation of a molecular structure, C10H10F18NaO20S6 at a distorted geometry, from the Open Molecules 2025 dataset.

Computed properties:
Max |F| = 0.0627 hartree/bohr
LUMO energy = 0.3138 Ha
E = -169817.378 eV

```
! wB97M-V def2-TZVPD RIJCOSX def2/J DEFGRID3
* xyz -5 1
O 1.122 1.328 1.945
C 0.930 0.324 4.438
F 6.059 0.078 -0.201
O 0.164 -2.271 -3.544
O 3.148 1.449 3.385
O 0.460 0.049 -2.798
S 1.700 1.592 3.250
O -0.323 2.612 -0.556
F -2.537 1.781 -2.560
F 1.503 -0.863 4.264
F -2.396 -0.429 -5.019
H -5.974 -1.272 1.236
O -0.049 3.316 -2.901
C -2.511 2.987 -2.028
F 0.050 -2.925 3.293
O 2.806 4.131 0.722
F -3.227 2.899 -0.887
F -0.680 0.911 -5.167
F 1.638 -3.889 2.291
F -0.524 -1.078 -5.974
C -5.283 -1.966 1.730
H -4.125 -4.761 0.528
F 4.776 5.719 -0.734
F 6.759 -0.231 -2.211
S 3.420 3.372 -0.354
O 3.876 -1.928 -2.517
F -0.378 0.235 4.128
F 0.998 0.713 5.717
F 3.730 5.031 -2.509
S 4.050 -0.593 -1.928
F 5.575 4.068 -1.900
O 1.211 2.858 3.801
H -5.171 -4.819 1.885
F 6.154 -1.948 -0.960
F -0.255 -4.945 2.536
C 5.895 -0.678 -1.275
O -1.665 -1.080 -2.444
C -1.045 -0.363 -4.951
O -3.281 -0.802 0.984
Na 0.825 0.463 -0.317
S -0.725 3.511 -1.629
H -3.602 -3.963 1.993
O 3.222 -0.341 -0.736
S -0.453 -0.999 -3.240
C 4.431 4.612 -1.452
C -4.047 -1.142 2.099
H -3.090 1.150 1.594
H -1.741 0.119 2.056
O 2.602 2.741 -1.378
H -3.421 -1.737 2.776
H -5.834 -2.298 2.622
O -0.872 4.886 -1.203
O 0.579 -3.836 -0.406
C 0.293 -3.759 2.259
C -4.470 -4.144 1.358
O 4.039 0.446 -2.956
F -3.074 3.878 -2.872
O 4.477 2.519 0.148
O -1.654 -3.537 0.469
O -5.017 -2.986 0.803
H -4.443 -0.255 2.615
O -0.046 -1.679 0.541
H -1.875 0.515 0.351
S -0.252 -3.103 0.545
C -2.454 0.325 1.250
*
```


Record 6
The following is a quantum chemistry calculation of a molecular structure, C10H10LiN3O3S at a distorted geometry, from the Open Molecules 2025 dataset.

Computed properties:
Max |F| = 0.0670 hartree/bohr
LUMO energy = 0.0065 Ha
E = -32186.036 eV

```
! wB97M-V def2-TZVPD RIJCOSX def2/J DEFGRID3
* xyz 0 1
O -1.410 0.390 3.795
H 1.130 0.890 -1.118
N 0.181 2.311 -2.377
N -1.635 3.435 -1.129
C -1.132 -0.074 0.382
Li -2.311 1.866 -0.012
H 0.694 1.398 -4.147
C 1.313 1.857 -1.621
N -1.120 0.933 1.315
H 1.594 -3.989 2.833
C -0.296 -2.615 0.312
H -0.764 -2.852 -0.645
C -0.204 1.662 -3.626
H 1.550 2.564 -0.818
H 0.798 -4.413 0.487
C -0.489 -1.332 0.884
S -0.422 0.537 2.769
H 2.177 1.800 -2.307
C 1.037 -3.258 2.243
H -0.767 0.738 -3.454
C 0.552 -3.512 0.992
H 1.108 -1.881 3.916
O 0.756 1.345 2.997
O -1.620 0.034 -0.771
C -0.756 2.922 -1.730
H -0.759 2.363 -4.235
C 0.755 -2.035 2.873
C 0.042 -1.087 2.192
*
```


Record 7
The following is a quantum chemistry calculation of C10H10N2 in the gas phase at a distorted geometry, from the Open Molecules 2025 dataset.

Computed properties:
Max |F| = 0.1331 hartree/bohr
SMILES string = Cc1ccnc2c(N)cccc12
LUMO energy = 0.0094 Ha
E = -13507.823 eV
Energy relative to the best compared isomer or geometry (same formula, charge and spin) = 121.59 kcal/mol

```
! wB97M-V def2-TZVPD RIJCOSX def2/J DEFGRID3
* xyz 0 1
N -1.815 -1.882 1.856
C -0.744 -1.391 1.156
H -2.658 -1.434 1.428
H 2.737 -0.259 -0.724
H 2.799 -1.731 1.266
C 1.822 -0.575 -0.074
C -0.462 2.119 -1.085
N -2.029 0.053 -0.476
H 0.812 -2.561 2.194
H -2.583 1.386 -1.869
C 0.519 -1.830 1.462
H 2.880 2.416 -0.547
H 2.480 1.757 -2.034
H -0.692 3.140 -1.565
C 0.530 0.020 -0.505
C -0.837 -0.432 0.045
C 1.888 2.264 -1.279
C -1.680 1.271 -1.179
H 1.659 3.274 -1.525
H -1.732 -1.980 3.102
C 1.810 -1.424 0.890
C 0.688 1.445 -0.996
*
```


Record 8
The following is a quantum chemistry calculation of C10H10N2O in the gas phase at a distorted geometry, from the Open Molecules 2025 dataset.

Computed properties:
Max |F| = 0.0581 hartree/bohr
SMILES string = Cc1nc2cccc(O)c2nc1C
LUMO energy = -0.0011 Ha
E = -15559.365 eV
Energy relative to the best compared isomer or geometry (same formula, charge and spin) = 18.50 kcal/mol

```
! wB97M-V def2-TZVPD RIJCOSX def2/J DEFGRID3
* xyz 0 1
N 0.921 -1.512 0.040
H 3.120 -2.224 -0.040
N 0.444 1.248 -0.058
C -1.450 -1.898 0.031
C 2.856 1.608 0.225
H 3.741 -1.087 -1.122
H 3.978 -0.882 0.698
C 1.894 -0.650 -0.038
H 2.591 2.721 0.371
H -1.355 -2.958 -0.014
C 3.258 -1.157 -0.146
C -1.946 0.898 -0.137
C -2.756 -1.386 0.148
H -1.157 2.535 -0.233
H -3.622 -2.093 0.462
C -0.381 -0.993 -0.064
H -3.910 0.384 0.057
C 1.633 0.734 0.040
C -0.622 0.382 -0.174
H 3.235 1.256 1.237
O -2.103 2.222 -0.069
H 3.603 1.294 -0.583
C -2.978 -0.016 0.090
*
```